This record from the OMol25 dataset describes a 12-piece molecular cluster, C52H79Cl9F40O5 overall. The level of theory is wB97M-V/def2-TZVPD.

Last column: Mulliken charge in e.
Element x y z (Å)
F  3.27  1.44  -0.29  -0.251
C  3.41  0.41  0.53  -0.091
F  4.13  0.75  1.60  -0.268
C  2.04  -0.23  0.96  0.581
F  1.46  0.48  1.99  0.194
F  2.34  -1.47  1.33  0.183
C  1.05  -0.34  -0.21  -0.568
O  1.75  -0.97  -1.36  -0.036
C  1.33  -0.59  -2.69  0.482
F  0.02  -0.75  -2.81  -0.134
F  1.65  0.71  -2.83  -0.298
C  2.09  -1.48  -3.71  0.751
F  1.82  -1.18  -4.97  -0.184
F  3.42  -1.40  -3.59  -0.286
H  3.91  -0.38  -0.02  0.202
H  0.60  0.63  -0.43  0.579
H  0.22  -0.98  0.07  -0.393
H  1.91  -2.52  -3.45  -0.282
F  6.22  6.43  5.53  -0.323
C  5.83  6.04  4.30  0.258
F  4.51  6.12  4.31  -0.200
C  6.58  6.87  3.23  1.023
F  7.87  6.60  3.37  -0.300
F  6.45  8.17  3.42  -0.323
C  6.07  6.50  1.85  -0.804
O  6.08  5.09  1.66  -0.411
C  6.01  4.58  0.30  0.830
F  4.78  4.84  -0.23  -0.266
F  6.91  5.29  -0.45  -0.313
C  6.38  3.05  0.20  0.647
F  6.09  2.63  -1.01  -0.236
F  7.65  2.72  0.49  -0.298
H  6.15  5.01  4.20  0.171
H  6.60  7.09  1.10  0.407
H  5.05  6.88  1.76  0.269
H  5.78  2.53  0.95  -0.126
F  -2.06  -3.75  -1.12  -0.261
C  -0.96  -4.48  -1.23  -0.204
F  -0.07  -3.80  -2.00  -0.078
C  -0.31  -4.93  0.10  1.142
F  0.15  -3.81  0.68  -0.124
F  0.78  -5.72  -0.02  -0.331
C  -1.34  -5.52  1.01  -1.195
O  -1.87  -6.76  0.41  -0.464
C  -2.54  -7.64  1.29  0.890
F  -1.64  -8.10  2.14  -0.286
F  -3.36  -6.84  2.02  -0.308
C  -3.17  -8.83  0.55  0.259
F  -3.78  -9.68  1.33  -0.263
F  -3.96  -8.41  -0.42  -0.237
H  -1.20  -5.38  -1.79  0.295
H  -2.16  -4.87  1.30  0.381
H  -0.78  -5.89  1.87  0.615
H  -2.35  -9.37  0.09  0.195
F  4.91  -2.99  0.05  -0.279
C  4.06  -4.00  0.19  0.542
F  3.39  -4.16  -1.01  -0.211
C  4.72  -5.25  0.69  1.187
F  5.50  -5.67  -0.30  -0.338
F  3.72  -6.19  0.85  -0.240
C  5.54  -5.19  1.99  -1.309
O  4.93  -4.46  2.99  -0.241
C  4.46  -5.28  4.06  0.878
F  3.90  -6.48  3.70  -0.262
F  5.48  -5.50  4.89  -0.282
C  3.40  -4.40  4.74  0.664
F  2.33  -4.15  4.01  -0.029
F  2.89  -5.00  5.86  -0.308
H  3.24  -3.68  0.83  -0.238
H  6.40  -4.57  1.75  0.447
H  6.03  -6.13  2.24  0.492
H  3.82  -3.43  5.01  -0.421
F  -3.26  6.57  0.23  -0.305
C  -2.03  7.17  0.08  0.215
F  -2.20  8.29  -0.61  -0.265
C  -1.36  7.52  1.42  0.985
F  -2.23  8.27  2.13  -0.313
F  -0.23  8.21  1.31  -0.285
C  -1.05  6.25  2.22  -1.021
O  -0.01  5.44  1.64  -0.220
C  1.25  5.21  2.33  0.628
F  1.99  6.36  2.22  -0.336
F  1.10  5.04  3.64  -0.221
C  1.98  4.10  1.55  0.166
F  3.24  3.81  1.96  -0.117
F  1.26  2.99  1.53  -0.191
H  -1.47  6.50  -0.58  0.244
H  -1.95  5.69  2.45  0.412
H  -0.67  6.65  3.17  0.457
H  2.11  4.35  0.50  0.178
Cl  -0.73  -2.50  -6.99  -0.119
C  -0.22  -0.88  -7.43  0.755
Cl  -1.58  0.10  -8.09  -0.146
Cl  1.02  -0.98  -8.71  -0.141
H  0.07  -0.36  -6.52  -0.392
Cl  3.13  -3.68  -6.66  -0.117
C  2.08  -5.07  -6.24  -0.022
Cl  1.35  -4.91  -4.61  -0.033
Cl  2.93  -6.59  -6.44  -0.132
H  1.23  -5.03  -6.92  0.231
Cl  2.21  0.66  6.62  -0.127
C  3.22  0.58  5.12  1.353
Cl  4.10  -0.91  4.95  -0.196
Cl  4.25  2.05  5.07  -0.088
H  2.49  0.73  4.32  -1.098
C  -1.91  7.30  -3.93  -1.003
C  -2.88  6.59  -4.99  -0.531
C  -2.19  5.89  -6.16  -0.793
C  -1.03  4.89  -5.87  -0.766
C  -1.48  3.60  -5.09  -0.242
C  -0.39  2.58  -4.97  -0.812
H  -1.45  8.13  -4.47  0.309
H  -1.13  6.61  -3.62  0.276
H  -2.45  7.69  -3.07  0.266
H  -3.58  5.87  -4.56  0.329
H  -3.47  7.40  -5.41  0.390
H  -1.69  6.64  -6.78  0.329
H  -2.93  5.41  -6.79  0.336
H  -0.60  4.53  -6.80  0.466
H  -0.17  5.36  -5.38  0.332
H  -1.86  3.91  -4.12  0.250
H  -2.36  3.18  -5.58  0.311
H  0.54  2.92  -4.50  0.382
H  -0.65  1.61  -4.54  -0.027
H  -0.16  2.23  -5.98  0.182
C  -2.53  -1.10  0.75  -0.633
C  -2.95  -0.13  1.89  -1.260
C  -1.93  0.92  2.43  0.868
C  -2.52  1.75  3.60  -1.228
C  -1.52  2.76  4.14  0.144
C  -0.46  2.18  5.09  -0.955
H  -1.76  -1.80  1.08  -0.151
H  -2.29  -0.53  -0.15  0.274
H  -3.45  -1.63  0.53  0.530
H  -3.84  0.38  1.52  0.531
H  -3.43  -0.68  2.71  0.330
H  -1.67  1.58  1.60  0.763
H  -0.99  0.47  2.74  -0.772
H  -3.39  2.26  3.19  0.471
H  -2.97  1.15  4.39  0.263
H  -1.03  3.23  3.28  -0.466
H  -1.95  3.56  4.74  0.501
H  0.06  1.43  4.49  -0.069
H  0.28  2.95  5.29  0.473
H  -0.89  1.78  6.01  0.399
C  -5.45  -1.23  -9.07  -1.055
C  -6.20  -2.22  -8.13  -0.480
C  -5.91  -2.12  -6.59  -0.938
C  -4.41  -2.07  -6.15  0.343
C  -4.27  -1.64  -4.70  -1.104
C  -2.84  -1.44  -4.20  -0.357
H  -5.78  -1.41  -10.10  0.378
H  -4.36  -1.32  -9.05  0.207
H  -5.68  -0.20  -8.82  0.290
H  -7.25  -1.95  -8.21  0.321
H  -6.04  -3.22  -8.54  0.320
H  -6.39  -2.93  -6.02  0.385
H  -6.41  -1.23  -6.20  0.392
H  -3.90  -3.00  -6.41  0.280
H  -3.88  -1.33  -6.75  -0.099
H  -4.83  -0.72  -4.55  0.355
H  -4.86  -2.29  -4.06  0.374
H  -2.22  -2.34  -4.21  0.193
H  -2.34  -0.67  -4.79  0.043
H  -2.72  -1.08  -3.18  0.188
C  -4.96  -3.85  8.07  -1.323
C  -3.74  -4.11  7.24  -0.326
C  -3.01  -2.85  6.78  -0.751
C  -1.96  -3.08  5.69  -0.627
C  -1.38  -1.73  5.21  0.056
C  -0.12  -1.87  4.36  -0.424
H  -5.45  -4.81  8.26  0.382
H  -5.71  -3.24  7.57  0.337
H  -4.74  -3.36  9.02  0.319
H  -3.01  -4.73  7.75  0.303
H  -4.03  -4.77  6.42  0.319
H  -2.69  -2.32  7.68  0.397
H  -3.80  -2.23  6.37  0.295
H  -1.14  -3.75  5.92  0.425
H  -2.48  -3.53  4.84  0.210
H  -2.12  -1.06  4.76  -0.119
H  -1.09  -1.18  6.10  0.328
H  -0.26  -2.48  3.46  -0.118
H  0.38  -0.95  4.07  -0.099
H  0.55  -2.45  4.98  0.380

The SMILES is FC(F)C(F)(F)COC(F)(F)C(F)F.FC(F)C(F)(F)COC(F)(F)C(F)F.FC(F)C(F)(F)COC(F)(F)C(F)F.FC(F)C(F)(F)COC(F)(F)C(F)F.FC(F)C(F)(F)COC(F)(F)C(F)F.ClC(Cl)Cl.ClC(Cl)Cl.ClC(Cl)Cl.CCCCCC.CCCCCC.CCCCCC.CCCCCC. The total energy is -10541.296741 hartree. The frontier orbital gap is 0.4013 Ha. The calculation puts the HOMO energy at -10.7 eV. The LUMO energy is 0.19 eV.